Record 1
{"formula": "C12H43N17O9Y", "method": "wB97M-V/def2-TZVPD", "elements": ["Y", "O", "O", "O", "O", "O", "O", "O", "O", "O", "N", "N", "N", "N", "N", "N", "N", "N", "N", "N", "N", "N", "N", "N", "N", "N", "N", "C", "C", "C", "C", "C", "C", "C", "C", "C", "C", "C", "C", "H", "H", "H", "H", "H", "H", "H", "H", "H", "H", "H", "H", "H", "H", "H", "H", "H", "H", "H", "H", "H", "H", "H", "H", "H", "H", "H", "H", "H", "H", "H", "H", "H", "H", "H", "H", "H", "H", "H", "H", "H", "H", "H"], "xyz": [[-0.00582, -0.16239, 0.17784], [0.17862, -0.84891, 2.46774], [-2.19709, -0.35606, 0.79413], [2.23810, -0.93047, 0.78074], [0.14255, -2.73293, -0.00540], [1.25476, -0.64858, -1.72330], [-1.61976, -1.45803, -1.61057], [-0.64201, 1.68920, 1.62532], [1.60495, 1.68034, -0.10224], [-1.53880, 4.25217, -1.23797], [1.75930, -2.29507, -3.18964], [-0.89374, -2.68306, 3.21622], [0.37941, -1.48642, 4.66725], [-0.17085, 3.78904, 2.35414], [3.18836, -0.60898, 2.81495], [3.14085, 3.08262, -0.99452], [-2.57557, -3.53569, -1.66083], [4.27043, -1.83657, 1.23581], [0.68404, -4.73844, -0.93103], [2.92128, 2.86808, 1.28713], [-3.65973, -0.78489, 2.45786], [-4.34817, -0.93917, 0.28645], [-2.19204, 2.89259, 2.80056], [3.35819, -0.77966, -2.59215], [-2.76171, -2.12107, -3.45087], [-1.08125, 1.49184, -1.24200], [0.50583, -4.55575, 1.33481], [-2.27347, -2.31978, -2.19556], [0.45702, -3.91915, 0.12565], [3.17280, -1.11399, 1.55712], [-0.98765, 2.71855, 2.21093], [2.52018, 2.50092, 0.04013], [-0.50847, 2.33495, -2.37846], [-3.33216, -0.69482, 1.14376], [-1.43112, 3.55797, -2.46545], [-0.66309, 1.50937, -3.67881], [2.07440, -1.19413, -2.45211], [-0.04794, -1.63675, 3.39112], [-0.37629, 4.98509, -0.91362], [0.66496, -4.26748, -1.81496], [3.58185, 3.61398, 1.41761], [-1.36253, -2.74235, 2.32974], [5.09876, -1.81862, 1.80402], [-1.28394, 2.27280, -0.59504], [-2.21501, 3.62594, 3.49431], [-3.18445, -2.90367, -3.92038], [0.49474, 4.36610, -0.67425], [-3.03583, -4.19917, -2.25813], [-2.46479, -1.30308, -3.94988], [-2.06291, 1.36897, -1.50459], [2.40156, -2.81814, -3.75965], [-1.08832, -3.33505, 3.95578], [0.54819, -5.55543, 1.41768], [1.06466, -0.79662, 4.91381], [-2.90870, 2.20315, 2.93481], [-2.23366, -3.72861, -0.73995], [0.51751, 2.64860, -2.23486], [3.84004, 3.78814, -0.82559], [0.63443, -3.97026, 2.13928], [4.31046, -2.31217, 0.35269], [-2.97568, -0.45721, 3.11564], [0.72817, 3.80062, 1.90793], [-1.06253, 4.24071, -3.24480], [3.94933, -0.70441, 3.46585], [-5.25285, -1.00001, 0.72042], [-4.53855, -1.14197, 2.79170], [2.50416, 2.33383, 2.02655], [0.78296, -2.43914, -3.38031], [-1.54819, 1.87048, -4.20694], [2.45183, 0.00061, 3.12018], [-0.82845, 0.46437, -3.42405], [-0.01822, -2.03051, 5.41263], [3.61486, 0.08903, -2.16241], [0.19578, 1.61705, -4.33675], [-0.15722, 5.73074, -1.68140], [1.05545, -5.66003, -0.79223], [-0.45958, 4.65197, 2.78409], [3.98763, -1.36466, -3.11112], [-4.12326, -0.92073, -0.69122], [-2.44265, 3.29906, -2.78152], [2.87569, 2.96428, -1.95549], [-0.60003, 5.54690, -0.00431]], "total_energy_ev": -57937.6279, "lumo_ha": -0.236, "fmax_ha_per_bohr": 0.045, "orbital_gap_ev": 10.101, "charge": 3}

=====

Record 2
{"formula": "C26H40O16S", "method": "wB97M-V/def2-TZVPD", "elements": ["S", "O", "O", "O", "O", "O", "O", "O", "O", "O", "O", "O", "O", "O", "O", "O", "O", "C", "C", "C", "C", "C", "C", "C", "C", "C", "C", "C", "C", "C", "C", "C", "C", "C", "C", "C", "C", "C", "C", "C", "C", "C", "C", "H", "H", "H", "H", "H", "H", "H", "H", "H", "H", "H", "H", "H", "H", "H", "H", "H", "H", "H", "H", "H", "H", "H", "H", "H", "H", "H", "H", "H", "H", "H", "H", "H", "H", "H", "H", "H", "H", "H", "H"], "xyz": [[0.97255, -0.57364, 7.19913], [0.65011, -4.77871, -0.70122], [5.12320, 0.56210, 2.11491], [-0.20275, -0.33438, -3.85163], [-4.30044, 0.95519, 0.64387], [-4.31172, 2.69580, 2.01589], [4.32894, -0.89247, 3.60990], [1.93188, -0.41860, -3.32038], [1.44585, -1.93003, 7.07184], [0.18229, 3.12140, 2.05546], [0.57840, 0.07789, 5.82649], [-0.05722, -0.34191, 8.15293], [-1.00711, -3.33148, -1.16091], [-2.36139, 3.12680, -5.68610], [0.16498, 2.47061, -0.06518], [-3.32110, 5.00372, -6.45811], [2.20068, 0.46977, 7.45174], [1.74643, 0.57727, 5.13525], [-1.05929, 5.08274, -5.59408], [1.30595, -5.31674, 0.44429], [3.09288, -0.47832, 1.60093], [-4.45580, -0.46822, 0.73849], [2.81953, 0.83340, 6.20650], [1.11852, -1.80639, -5.15120], [-0.45402, 0.83537, 1.52478], [-4.55399, -0.78988, 2.23704], [-0.02505, 1.27223, -0.89216], [-0.26012, -3.82140, -0.37337], [-0.01308, 2.26730, 1.24228], [4.63175, 1.26315, 0.94036], [4.22752, -0.34859, 2.55207], [-4.97090, 0.52830, 2.88136], [-1.15732, -0.99725, -4.68785], [3.23969, 0.68792, 0.62158], [-1.14647, 2.72924, -5.05837], [-0.30523, 4.02415, -4.82166], [0.89108, -4.46723, 1.65653], [-0.61541, 0.29117, 0.12110], [-2.40838, 4.44886, -5.93095], [-0.36234, -2.13758, -5.34838], [-0.14562, -3.48491, 1.10103], [-4.51959, 1.53403, 1.84372], [1.04781, -0.77590, -4.03865], [4.58685, 2.33047, 1.13551], [1.63615, -2.68913, -4.79084], [-0.56871, 5.37924, -6.51848], [-4.44039, 0.86449, 3.76760], [-1.08869, -3.53953, 1.63807], [-0.70940, 1.67451, -1.63844], [1.60981, -1.36818, -6.01637], [3.19660, 0.17905, -0.34131], [0.48779, -5.05007, 2.47927], [-6.05171, 0.65844, 2.94230], [-0.14080, 4.18743, -3.75571], [-1.61284, -0.36395, -5.45391], [0.82508, 0.87799, -1.45085], [-3.60093, -1.14722, 2.64064], [2.38872, -5.27682, 0.31842], [-1.30321, 0.56248, 2.14405], [-0.61118, -2.24071, -6.40371], [2.04457, -0.30927, 4.56968], [-5.43046, -0.71640, 0.30845], [-5.22450, -1.59760, 2.53217], [0.27730, -2.49585, 1.27646], [-1.67976, 0.30639, -0.12355], [-0.58958, 2.03918, -5.68533], [0.72736, 3.85022, -5.13416], [-1.26174, 5.97463, -5.00222], [2.17414, -0.35828, 2.17409], [3.09996, -1.46672, 1.14473], [1.82172, -3.96585, 1.91453], [-2.00982, -1.33965, -4.10300], [3.01373, 1.89804, 6.32409], [-1.40462, 2.35511, -4.07006], [0.39513, 0.37828, 2.04012], [-0.57924, -3.08170, -4.85055], [1.06325, -6.38004, 0.51075], [3.73606, 0.27366, 6.04134], [2.52554, 1.50218, 0.69257], [1.50479, 1.40882, 4.48190], [-0.20266, -0.71013, 0.01616], [-3.66482, -0.99876, 0.21750], [5.37479, 1.03050, 0.17880]], "total_energy_ev": -71205.0579, "lumo_ha": 0.003, "fmax_ha_per_bohr": 0.039, "orbital_gap_ev": 10.431, "smiles": "O=S1(=O)OCCO1.O=C1CCCO1.O=C1CCCO1.O=C1CCCO1.O=C1CCCO1.O=C1CCCO1.O=C1CCCO1"}